Record 1
{
  "formula": "C3H3EuO3",
  "method": "ωB97M-V/def2-TZVPD",
  "de_lowest_kj_mol": 53.6,
  "total_energy_ev": -28623.477,
  "total_charge": 1,
  "orbital_gap_ha": [0.2340, 0.2408],
  "multiplicity": 8,
  "symbols": ["O", "C", "O", "C", "H", "H", "C", "O", "Eu", "H"],
  "positions_angstrom": [[0.41, 0.21, 0.05], [1.60, -0.46, -0.27], [2.47, -0.15, 0.60], [-1.89, 0.44, -0.31], [-1.85, 1.50, -0.06], [-2.86, -0.02, -0.46], [-0.81, -0.33, -0.24], [1.67, -1.15, -1.26], [2.10, 1.38, 2.26], [-0.83, -1.42, -0.30]]
}

Record 2
{
  "formula": "C3H3F2I",
  "method": "ωB97M-V/def2-TZVPD",
  "de_lowest_kj_mol": 275.3,
  "total_energy_ev": -16691.605,
  "orbital_gap_ha": 0.3412,
  "multiplicity": 1,
  "symbols": ["C", "C", "C", "F", "F", "I", "H", "H", "H"],
  "positions_angstrom": [[0.57, -0.20, 1.36], [0.12, 0.66, 0.48], [-0.42, -0.42, -1.32], [-1.71, -0.13, -1.59], [0.33, -0.33, -2.32], [0.24, 2.80, 0.37], [0.76, 0.19, 2.38], [0.39, -1.28, 1.41], [-0.29, -1.31, -0.76]]
}

Record 3
{
  "formula": "C3H3F2IO",
  "method": "ωB97M-V/def2-TZVPD",
  "de_lowest_kj_mol": 414.4,
  "total_energy_ev": -18737.220,
  "orbital_gap_ha": [0.2926, 0.2926],
  "multiplicity": 1,
  "symbols": ["C", "C", "C", "O", "F", "F", "I", "H", "H", "H"],
  "positions_angstrom": [[0.64, 0.85, 0.46], [0.32, 1.35, 1.62], [-0.56, -1.39, -1.09], [0.04, -1.32, 0.10], [0.56, 2.62, 1.97], [-0.23, 0.71, 2.62], [1.34, 1.50, -1.30], [-0.50, -2.44, -1.43], [0.01, -0.84, -1.87], [-1.61, -1.05, -1.09]]
}

Record 4
{
  "formula": "C3H3F2O3",
  "method": "ωB97M-V/def2-TZVPD",
  "de_lowest_kj_mol": 174.8,
  "total_energy_ev": -14737.010,
  "total_charge": -1,
  "orbital_gap_ha": 0.2612,
  "multiplicity": 1,
  "symbols": ["C", "C", "C", "O", "O", "O", "F", "F", "H", "H", "H"],
  "positions_angstrom": [[-1.08, 0.80, 2.72], [-0.64, 0.03, 0.53], [0.69, 0.42, 0.04], [-2.24, 0.89, 2.59], [-0.11, 0.71, 3.38], [1.74, -0.55, 0.23], [-0.74, -1.37, 0.61], [1.10, 1.66, 0.70], [-1.39, 0.41, -0.19], [0.85, 0.71, -1.00], [1.19, -1.27, 0.50]]
}

Record 5
{
  "formula": "C3H3F3O",
  "method": "ωB97M-V/def2-TZVPD",
  "de_lowest_kj_mol": 165.3,
  "total_energy_ev": -13353.479,
  "orbital_gap_ha": [0.2698, 0.3612],
  "multiplicity": 3,
  "symbols": ["C", "C", "C", "O", "F", "F", "F", "H", "H", "H"],
  "positions_angstrom": [[1.32, -0.48, 0.84], [1.44, 0.42, -0.18], [-1.48, -0.14, -0.22], [1.87, -1.24, 1.48], [-1.27, 1.05, 0.23], [-2.51, -0.23, -1.09], [-1.52, -1.21, 0.72], [-0.54, -0.33, -1.16], [0.63, 0.86, -0.74], [2.05, 1.29, 0.14]]
}

Record 6
{
  "formula": "C3H3F3O2",
  "method": "ωB97M-V/def2-TZVPD",
  "de_lowest_kj_mol": 808.4,
  "total_energy_ev": -15397.503,
  "orbital_gap_ha": [0.2965, 0.2964],
  "multiplicity": 1,
  "symbols": ["C", "C", "C", "O", "O", "F", "F", "F", "H", "H", "H"],
  "positions_angstrom": [[1.59, 0.44, 0.22], [2.78, 0.98, 0.23], [-0.73, 0.64, -0.01], [0.51, 1.27, 0.04], [4.45, -0.75, 0.70], [3.40, 2.06, 0.05], [-1.17, 0.26, 1.23], [3.57, -1.76, 1.14], [1.27, -0.57, 0.19], [-0.88, -0.26, -0.59], [-1.33, 1.46, -0.50]]
}

Record 7
{
  "formula": "C3H3F4N",
  "method": "ωB97M-V/def2-TZVPD",
  "de_lowest_kj_mol": 210.8,
  "smiles": "NC1C(F)(F)C1(F)F",
  "total_energy_ev": -15516.411,
  "orbital_gap_ha": 0.3907,
  "multiplicity": 1,
  "symbols": ["C", "C", "C", "H", "H", "H", "N", "F", "F", "F", "F"],
  "positions_angstrom": [[0.14, -0.17, -0.57], [-1.11, -0.28, 0.23], [-0.48, 0.92, 0.39], [1.73, -1.82, -0.44], [2.23, -0.18, -0.15], [0.15, 0.25, -1.57], [1.40, -0.79, -0.07], [-1.32, -1.00, 1.28], [-2.34, -0.12, -0.43], [-0.57, 2.10, -0.15], [0.17, 1.10, 1.46]]
}

Record 8
{
  "formula": "C3H3F6OP",
  "method": "ωB97M-V/def2-TZVPD",
  "de_lowest_kj_mol": 20.4,
  "total_energy_ev": -30795.721,
  "orbital_gap_ha": [0.3336, 0.3052],
  "multiplicity": 3,
  "symbols": ["C", "C", "C", "O", "F", "F", "F", "F", "F", "F", "P", "H", "H", "H"],
  "positions_angstrom": [[-1.23, 0.92, 1.41], [-0.67, 0.04, 0.39], [-3.17, -1.23, 2.35], [-1.38, -0.20, -0.67], [-0.45, 1.12, 2.47], [-1.99, 1.96, 1.08], [-0.15, -1.09, 1.06], [-2.64, -2.23, 3.00], [-3.52, -1.66, 1.11], [-4.25, -0.82, 3.03], [0.92, 1.02, -0.47], [-2.27, -0.35, -0.39], [1.84, 0.78, 0.52], [1.35, -0.30, -0.94]]
}

Record 9
{
  "formula": "C3H3FGaO2",
  "method": "ωB97M-V/def2-TZVPD",
  "de_lowest_kj_mol": 136.7,
  "total_energy_ev": -62319.793,
  "total_charge": 2,
  "orbital_gap_ha": [0.2029, 0.1649],
  "multiplicity": 2,
  "symbols": ["F", "H", "H", "O", "O", "C", "C", "C", "H", "Ga"],
  "positions_angstrom": [[2.15, -1.47, 1.67], [1.91, 0.18, -0.51], [0.39, -0.16, 1.61], [-1.31, 0.09, 0.27], [0.01, -0.14, -1.41], [-0.02, 0.55, 0.75], [0.82, 0.41, -0.44], [-1.23, -0.21, -1.00], [-0.12, 1.56, 1.17], [-2.60, -0.82, -2.09]]
}

Record 10
{
  "formula": "C3H3FInO4",
  "method": "ωB97M-V/def2-TZVPD",
  "de_lowest_kj_mol": 100.1,
  "total_energy_ev": -19168.385,
  "total_charge": 4,
  "orbital_gap_ha": [0.3724, 0.1546],
  "multiplicity": 2,
  "symbols": ["C", "C", "O", "O", "H", "H", "H", "F", "C", "O", "In", "O"],
  "positions_angstrom": [[-3.38, -0.62, 0.64], [-2.72, 0.69, 0.37], [-1.38, 0.58, 0.26], [-4.61, -0.81, 0.78], [-2.83, -1.57, 0.69], [-3.02, 1.42, 1.15], [-3.16, 1.13, -0.56], [-5.33, 0.37, 0.66], [-0.10, 0.56, -1.96], [0.98, 0.31, -1.62], [3.43, 1.15, -0.64], [1.94, -0.04, -0.73]]
}

Record 11
{
  "formula": "C3H3FKO2",
  "method": "ωB97M-V/def2-TZVPD",
  "de_lowest_kj_mol": 212.3,
  "total_energy_ev": -26293.350,
  "orbital_gap_ha": [0.2514, 0.1713],
  "multiplicity": 2,
  "symbols": ["F", "C", "C", "O", "O", "C", "K", "H", "H", "H"],
  "positions_angstrom": [[0.64, -3.00, -1.55], [-0.63, 0.44, -0.49], [0.79, 0.30, -0.62], [-1.66, 0.53, -1.14], [-0.62, 0.37, 0.88], [0.85, 0.25, 0.87], [-3.36, 0.35, 0.80], [1.50, 0.36, -1.44], [1.31, 1.11, 1.39], [1.17, -0.70, 1.31]]
}

Record 12
{
  "formula": "C3H3FN2",
  "method": "ωB97M-V/def2-TZVPD",
  "de_lowest_kj_mol": 93.9,
  "smiles": "Fc1cc[nH]n1",
  "total_energy_ev": -8856.106,
  "orbital_gap_ha": 0.3829,
  "multiplicity": 1,
  "symbols": ["C", "C", "C", "H", "H", "H", "N", "N", "F"],
  "positions_angstrom": [[1.15, -0.22, -0.11], [0.32, 0.96, -0.18], [-0.93, 0.43, -0.03], [0.76, 1.96, -0.01], [-1.80, 0.89, 0.22], [-1.58, -1.48, 0.32], [-0.82, -0.91, -0.08], [0.43, -1.36, -0.15], [2.46, -0.26, 0.02]]
}

Record 13
{
  "formula": "C3H3FN2",
  "method": "ωB97M-V/def2-TZVPD",
  "de_lowest_kj_mol": 94.6,
  "smiles": "Fc1cn[nH]c1",
  "total_energy_ev": -8856.098,
  "orbital_gap_ha": 0.3879,
  "multiplicity": 1,
  "symbols": ["C", "C", "C", "H", "H", "H", "N", "N", "F"],
  "positions_angstrom": [[-0.99, 0.11, -0.01], [-0.09, 1.25, 0.01], [-0.17, -0.97, 0.00], [-0.42, 2.28, 0.08], [2.00, -0.98, -0.05], [-0.33, -2.12, 0.08], [1.19, 0.83, -0.04], [1.12, -0.49, -0.02], [-2.32, 0.08, -0.03]]
}

Record 14
{
  "formula": "C3H3FN2",
  "method": "ωB97M-V/def2-TZVPD",
  "de_lowest_kj_mol": 584.1,
  "total_energy_ev": -8851.024,
  "orbital_gap_ha": [0.3332, 0.3333],
  "multiplicity": 1,
  "symbols": ["C", "C", "C", "N", "N", "F", "H", "H", "H"],
  "positions_angstrom": [[0.94, -0.68, 2.92], [1.19, -0.73, 0.65], [0.05, 0.00, 0.13], [0.78, -0.61, 4.04], [2.23, -1.33, 0.54], [2.80, -1.57, -0.76], [0.36, 1.04, -0.05], [-0.79, 0.00, 0.82], [-0.26, -0.44, -0.82]]
}

Record 15
{
  "formula": "C3H3FN2S",
  "method": "ωB97M-V/def2-TZVPD",
  "de_lowest_kj_mol": 645.4,
  "total_energy_ev": -19685.748,
  "orbital_gap_ha": 0.2896,
  "multiplicity": 1,
  "symbols": ["C", "C", "C", "N", "N", "F", "S", "H", "H", "H"],
  "positions_angstrom": [[-0.92, 1.23, 0.12], [-1.30, -0.13, 0.10], [1.10, 0.16, 0.07], [0.45, 1.23, -0.02], [2.03, -0.71, -0.04], [3.49, -0.39, -0.24], [-0.33, -1.45, 0.49], [-1.64, 2.08, 0.00], [-2.45, -0.29, 0.29], [-0.43, -1.74, -0.76]]
}

Record 16
{
  "formula": "C3H3FNO2",
  "method": "ωB97M-V/def2-TZVPD",
  "de_lowest_kj_mol": 115.0,
  "total_energy_ev": -11461.502,
  "total_charge": -1,
  "orbital_gap_ha": 0.2294,
  "multiplicity": 1,
  "symbols": ["C", "C", "C", "N", "O", "O", "F", "H", "H", "H"],
  "positions_angstrom": [[0.35, -0.39, -0.06], [-1.19, -3.30, 1.26], [1.46, 0.41, 0.12], [-0.14, -1.56, 0.30], [-1.11, -4.09, 0.34], [-1.37, -2.99, 2.37], [2.33, 0.22, 1.28], [-0.18, 0.23, -0.72], [1.59, 1.38, -0.23], [-0.95, -1.75, -0.27]]
}

Record 17
{
  "formula": "C3H3FNiO",
  "method": "ωB97M-V/def2-TZVPD",
  "total_energy_ev": -48954.454,
  "total_charge": 1,
  "orbital_gap_ha": [0.2881, 0.2768],
  "multiplicity": 4,
  "symbols": ["H", "H", "O", "C", "C", "C", "H", "F", "Ni"],
  "positions_angstrom": [[-1.46, -1.16, 1.04], [-2.34, -0.45, -0.46], [-0.80, 1.81, 0.07], [-1.52, -1.12, -0.21], [-0.26, -0.47, 0.14], [0.09, 0.96, 0.09], [-1.38, -1.95, -0.92], [0.87, -1.22, -0.14], [2.00, 1.11, -0.51]]
}

Record 18
{
  "formula": "C3H3FO",
  "method": "ωB97M-V/def2-TZVPD",
  "de_lowest_kj_mol": 374.5,
  "total_energy_ev": -7919.413,
  "orbital_gap_ha": [0.3223, 0.3042],
  "multiplicity": 1,
  "symbols": ["C", "C", "C", "O", "F", "H", "H", "H"],
  "positions_angstrom": [[-0.61, -0.28, 0.85], [0.36, 0.48, -2.28], [0.12, -0.80, -0.11], [-0.15, 1.56, -2.43], [0.83, -1.93, -0.21], [-0.66, -0.88, 1.71], [-1.20, 0.62, 0.86], [0.51, -0.37, -3.08]]
}

Record 19
{
  "formula": "C3H3FO2",
  "method": "ωB97M-V/def2-TZVPD",
  "de_lowest_kj_mol": 631.3,
  "total_energy_ev": -9965.017,
  "orbital_gap_ha": [0.2759, 0.2758],
  "multiplicity": 1,
  "symbols": ["C", "C", "C", "O", "O", "F", "H", "H", "H"],
  "positions_angstrom": [[-0.44, -0.17, -0.45], [0.69, -0.29, 0.33], [1.83, -0.95, 0.06], [2.62, -1.72, -0.22], [2.83, 1.05, 0.18], [4.14, 0.65, -0.01], [-1.11, 0.39, 0.22], [-0.70, -0.62, -1.39], [0.83, 0.19, 1.25]]
}

Record 20
{
  "formula": "C3H3FO2Tl",
  "method": "ωB97M-V/def2-TZVPD",
  "de_lowest_kj_mol": 30.5,
  "total_energy_ev": -14655.394,
  "total_charge": 1,
  "orbital_gap_ha": 0.3410,
  "multiplicity": 1,
  "symbols": ["H", "F", "O", "O", "C", "C", "C", "H", "H", "Tl"],
  "positions_angstrom": [[-0.43, -1.48, 0.51], [1.80, 1.12, 0.35], [0.44, 0.16, -1.19], [-1.04, 0.42, 0.35], [1.18, -0.04, 0.02], [0.01, -0.40, 0.92], [-0.83, -0.08, -0.86], [1.94, -0.82, -0.14], [0.11, -0.18, 1.98], [-3.18, 1.29, -1.94]]
}